The following is a DFT calculation (ωB97M-V/def2-TZVPD) of a single C5H9ClN2O2 molecule at a distorted geometry.

Output
- HOMO level (alpha / beta) (eV) = -6.33 / -8.87
- max |F| (eV/Å) = 3.9
- multiplicity = 3
- gap between HOMO and LUMO (alpha / beta) (hartree) = 0.2613 / 0.2587
- ⟨S²⟩ = 2.007

Geometry (Å):
C (-1.248, 1.039, 0.406)
C (-1.530, -0.496, 0.158)
C (-0.062, 1.607, -0.459)
C (-0.608, -1.417, 0.797)
C (2.190, 0.855, -0.930)
N (1.249, 1.189, -0.011)
N (0.465, -1.838, 0.216)
O (1.432, -2.426, 0.728)
O (0.485, -1.560, -1.246)
Cl (3.567, 0.202, -0.003)
H (-2.037, 1.607, 0.073)
H (-1.333, 1.238, 1.454)
H (-2.542, -0.514, 0.461)
H (-1.573, -0.719, -0.837)
H (-0.273, 1.141, -1.432)
H (-0.137, 2.632, -0.693)
H (-0.615, -1.694, 1.859)
H (1.284, -1.924, -1.592)
H (1.287, 1.076, 1.052)